A 2-piece molecular cluster, C2H7N2O2 overall, computed with ωB97M-V/def2-TZVPD.

Geometry as XYZ:
```
13
Properties=species:S:1:pos:R:3:mulliken_charge:R:1
N 0.28017 0.28105 -0.96757 -0.60
C 1.19755 -0.92354 -1.05894 -0.28
N 2.02203 -1.17219 0.10373 -0.66
H -0.71895 0.02120 -0.80009 0.28
H 0.55550 0.84574 -0.16405 0.25
H 1.82778 -0.71999 -1.93696 0.22
H 0.53635 -1.82826 -1.26607 0.26
H 2.60080 -1.96991 -0.38423 0.27
H 2.70315 -0.41517 0.14131 0.25
O -2.59558 1.31541 0.33268 -0.61
C -2.75341 1.42306 1.55603 -0.03
O -2.00123 1.11962 2.51427 -0.66
H -3.65417 2.02299 1.92988 0.30
```

Calculated values
* HOMO level: -0.139 hartree
* total charge: -1
* energy above the lowest of the compared OMol25 structures with the same formula, charge and spin: 1.4177 eV
* frontier orbital gap: 7.31 eV

---

A 2-piece molecular cluster, C5H13NO overall, computed with ωB97M-V/def2-TZVPD.

Geometry as XYZ:
```
20
Properties=species:S:1:pos:R:3:mulliken_charge:R:1
C -0.32357 -2.74383 0.21711 -1.01
C -1.26485 -1.56324 0.50361 -0.61
C -0.81359 -0.25915 -0.11460 0.71
C -0.45218 0.75641 0.66603 -0.35
N 0.03761 1.97830 0.23710 -0.40
C -0.77439 -0.18896 -1.61146 -1.49
H 0.34971 -2.60704 -0.63080 0.29
H -0.87006 -3.66629 0.05994 0.28
H 0.32018 -2.92995 1.07577 0.30
H -1.33205 -1.43622 1.58390 0.31
H -2.26662 -1.79286 0.13146 0.35
H -0.47812 0.65649 1.73587 0.26
H -0.05595 2.21823 -0.73681 0.11
H 0.18174 2.75055 0.86236 0.23
H -0.95762 0.81292 -1.99413 0.46
H 0.18631 -0.53701 -2.02784 0.26
H -1.54076 -0.84173 -2.03677 0.32
H 3.97007 3.61180 0.77251 0.32
H 2.78297 2.67885 1.00565 0.31
O 3.30116 3.10272 0.30109 -0.64
```

Calculated values
* HOMO level: -0.277 hartree
* total charge: 0
* energy above the lowest of the compared OMol25 structures with the same formula, charge and spin: 1.0649 eV
* frontier orbital gap: 8.30 eV

---

A 8-piece molecular cluster, C25H31BF7N4O22 overall, computed with ωB97M-V/def2-TZVPD.

Geometry as XYZ:
```
90
Properties=species:S:1:pos:R:3:mulliken_charge:R:1
C 5.35138 1.10868 0.93835 -1.14
C 5.62293 2.55682 0.49162 -0.32
B 4.28622 3.36066 0.45077 0.42
O 4.01111 4.51607 1.07288 -0.54
N 3.12528 2.75651 -0.32714 0.33
N 3.22002 2.53401 -1.67555 -0.15
C 2.09892 1.93543 -2.05281 0.00
N 1.26744 1.77125 -1.04163 -0.54
C 1.91264 2.28709 0.01670 0.26
N 1.43524 2.32354 1.25518 -0.15
H 4.62920 0.60962 0.29809 0.27
H 4.99906 1.06581 1.96567 0.35
H 6.26686 0.52698 0.88727 0.37
H 5.99794 2.50969 -0.53613 0.25
H 6.36144 3.04162 1.12033 0.37
H 4.81936 5.03284 1.20586 0.33
H 4.03243 2.77091 -2.21960 0.19
H 1.94266 1.62984 -3.07379 0.48
H 0.68385 1.70364 1.51390 0.22
H 1.84191 2.91063 1.95987 0.16
C 2.75657 -1.70744 -6.52179 -0.45
C 1.77607 -1.82718 -5.37474 0.40
O 2.21965 -0.78809 -4.49766 -0.23
C 2.82254 0.15532 -5.25930 0.72
O 3.08811 1.25247 -4.86953 -0.56
O 3.07022 -0.30128 -6.48923 -0.35
F 1.86767 -3.00992 -4.73831 -0.28
H 3.66098 -2.28517 -6.33254 0.28
H 2.33852 -1.98625 -7.48350 0.31
H 0.73521 -1.64408 -5.64697 0.15
C -2.95058 0.30968 3.19762 -0.45
C -2.32926 1.17257 2.12096 0.31
O -1.02987 0.59846 1.98908 -0.36
C -1.11888 -0.71664 2.35825 0.53
O -0.27736 -1.52166 2.13479 -0.54
O -2.27897 -0.94693 2.98175 -0.26
F -2.19474 2.46483 2.49473 -0.30
H -2.71411 0.67652 4.19523 0.18
H -4.02423 0.19280 3.09777 0.40
H -2.83200 1.13485 1.15390 0.31
C 0.30002 -5.45213 1.61279 -0.43
C 0.57285 -4.47336 0.49089 0.56
O -0.57368 -4.63057 -0.33054 -0.27
C -1.59727 -5.03484 0.46475 0.63
O -2.74244 -5.01350 0.15621 -0.55
O -1.13225 -5.44618 1.66216 -0.33
F 1.68208 -4.79568 -0.21698 -0.31
H 0.65512 -6.45113 1.35773 0.29
H 0.71589 -5.14713 2.56818 0.29
H 0.64031 -3.43181 0.80682 0.10
C -4.28233 -2.46853 7.37283 -0.45
C -4.23660 -2.40187 5.85970 0.29
O -3.89226 -1.04027 5.63599 -0.25
C -3.18982 -0.60492 6.72076 0.68
O -2.54613 0.39085 6.72968 -0.52
O -3.31796 -1.46982 7.74102 -0.34
F -5.43490 -2.65293 5.29039 -0.29
H -5.26491 -2.18351 7.74895 0.29
H -4.00126 -3.43638 7.77590 0.28
H -3.48346 -3.04110 5.39662 0.31
C -1.70650 1.16739 -4.48500 -0.21
C -2.60784 1.66317 -5.59740 0.26
O -2.44355 0.65964 -6.58278 -0.32
C -2.11922 -0.50057 -5.95176 0.64
O -2.13453 -1.57287 -6.44676 -0.49
O -1.75826 -0.25219 -4.66307 -0.27
F -2.19623 2.85243 -6.09174 -0.28
H -0.68314 1.51848 -4.63153 0.10
H -2.04814 1.44019 -3.49049 0.28
H -3.66307 1.73615 -5.33093 0.31
C 4.58510 8.29262 -0.24303 -0.43
C 5.22872 7.91152 1.07399 0.43
O 6.01103 9.03219 1.37293 -0.32
C 5.42598 10.12639 0.77775 0.54
O 5.68558 11.24549 1.02454 -0.43
O 4.49550 9.70920 -0.12192 -0.32
F 6.04253 6.81000 0.94999 -0.36
H 5.23332 8.03628 -1.08326 0.30
H 3.60111 7.85499 -0.39110 0.27
H 4.52472 7.72938 1.88823 0.30
C -5.80811 -5.81097 -0.03849 -0.09
C -6.18462 -6.70391 1.12229 0.32
O -7.49754 -7.10894 0.78871 -0.33
C -7.61854 -7.06223 -0.57209 0.64
O -8.49845 -7.55505 -1.18711 -0.49
O -6.57749 -6.38153 -1.10587 -0.32
F -6.21004 -6.03526 2.30439 -0.27
H -6.13763 -4.78584 0.13790 0.18
H -4.74784 -5.81803 -0.26698 0.14
H -5.55529 -7.58787 1.23640 0.26
```

Calculated values
* HOMO level: -0.452 hartree
* total charge: +1
* frontier orbital gap: 9.45 eV

---

C11H22AgF3O6S as an isolated structure, computed with ωB97M-V/def2-TZVPD.

Geometry as XYZ:
```
44
Properties=species:S:1:pos:R:3:mulliken_charge:R:1
Ag 0.58507 -0.36791 -0.15605 0.95
C -1.04545 0.12144 -2.70428 -1.30
C 0.23912 0.56633 -3.42395 0.68
C 0.21937 2.05828 -3.54247 -1.33
O 1.37584 0.15504 -2.71780 -0.77
H -1.13565 0.67985 -1.76237 0.11
H -1.05031 -0.91893 -2.36837 0.28
H -1.98659 0.37340 -3.21970 0.40
H 0.34696 0.12952 -4.43243 0.08
H -0.01996 2.62739 -2.63712 0.12
H -0.65166 2.45478 -4.11838 0.42
H 1.03921 2.49578 -4.11556 0.39
C 1.29501 3.97533 0.78979 -1.29
C 1.23512 2.69130 1.65381 0.39
C -0.09872 2.65696 2.45972 -1.12
O 1.49274 1.55366 0.96508 -0.70
H 2.30504 4.16534 0.43238 0.32
H 1.00850 4.75938 1.50647 0.39
H 0.59257 3.97159 -0.04547 0.23
H 1.99046 2.90867 2.43962 0.06
H -0.23768 1.77323 3.08887 0.23
H -0.90293 2.59292 1.71555 0.10
H -0.25057 3.51038 3.13274 0.48
C 3.85971 -4.23347 0.16553 0.45
F 4.39001 -4.35959 1.40986 -0.25
F 4.79461 -4.54295 -0.72213 -0.21
F 2.84284 -5.11394 0.09604 -0.25
S 3.16069 -2.51957 -0.27162 1.24
O 3.23144 -2.54628 -1.73540 -0.66
O 1.78241 -2.43163 0.20855 -0.71
O 4.08230 -1.54415 0.27955 -0.65
C -3.55185 -1.88745 1.28211 -0.66
C -2.65898 -1.47087 2.42309 -0.57
C -1.76334 -0.36897 1.83356 -0.28
O -1.92725 -0.50083 0.39994 -0.34
C -2.61644 -1.69028 0.08073 -0.56
H -4.43002 -1.24423 1.15549 0.28
H -3.99721 -2.88382 1.34470 0.36
H -2.08497 -2.36801 2.67306 0.31
H -3.37593 -1.26155 3.22196 0.33
H -0.71410 -0.46228 2.10101 0.30
H -2.23652 0.57619 2.09994 0.11
H -1.94610 -2.52717 -0.14456 0.30
H -3.18677 -1.55290 -0.84154 0.33
```

Calculated values
* HOMO level: -0.012 hartree
* total charge: -2
* frontier orbital gap: 5.00 eV

---

C13H24BO11Ti as an isolated structure, computed with ωB97M-V/def2-TZVPD.

Geometry as XYZ:
```
50
Properties=species:S:1:pos:R:3:lowdin_spin:R:1
Ti 0.35098 -0.55057 -1.04740 2.65
O -1.30422 -4.13284 2.26856 0.00
C -0.46312 -3.49467 2.83429 0.00
O -0.45151 -3.21124 4.12266 0.00
B 0.73131 -2.39831 4.39275 0.00
O 1.26997 -1.97450 3.07289 0.00
C 0.60858 -2.60827 2.14585 0.01
O 0.74670 -2.58826 0.94825 0.04
O 1.77017 -3.00561 5.28137 0.00
C 2.12287 -2.10131 6.22103 0.00
O 3.00515 -2.20932 7.00141 0.00
C 1.12943 -0.93885 6.12478 0.00
O 0.32365 -1.17170 5.12567 0.00
O 1.18968 0.04923 6.79729 0.00
C 1.68752 -0.60646 -5.22139 0.00
C 0.30856 -0.99051 -4.66725 0.01
C -0.45771 -2.05663 -5.45014 0.00
O 0.43035 -1.23000 -3.26898 0.09
H 2.46868 -1.36122 -5.23757 0.00
H 1.96596 0.31527 -4.71147 0.00
H 1.51549 -0.28060 -6.25308 0.00
H -0.34638 -0.12635 -4.79676 0.00
H -0.50244 -1.62192 -6.45363 0.00
H -1.51396 -2.15540 -5.19578 0.00
H -0.02270 -3.05531 -5.47186 0.00
H 0.97718 -1.99231 -3.03770 0.03
C -2.95905 1.65933 0.47368 0.00
C -2.76120 1.23207 -0.96165 0.01
C -3.67613 1.98428 -1.96069 0.00
O -1.38917 1.36209 -1.36993 0.05
H -2.95303 2.75550 0.47949 0.00
H -2.24714 1.29626 1.20891 0.00
H -3.97188 1.38057 0.77198 0.00
H -3.08553 0.19901 -1.09891 0.01
H -3.68102 3.06111 -1.77790 0.00
H -4.67549 1.65618 -1.66077 0.00
H -3.47459 1.72429 -2.99384 0.00
H -1.17476 2.28830 -1.52291 0.00
C 1.83553 1.13310 2.09006 0.00
C 1.11541 1.80453 0.94569 0.01
C 1.30480 3.35118 1.03592 0.00
O 1.58950 1.31025 -0.29945 0.06
H 1.26687 1.15007 3.02496 0.00
H 2.76290 1.67646 2.29579 0.00
H 2.02994 0.06336 1.99007 0.00
H 0.04143 1.74479 1.13814 0.00
H 1.06900 3.68953 2.04037 0.00
H 0.65610 3.84054 0.30544 0.00
H 2.31053 3.61523 0.69777 0.00
H 2.52678 1.51966 -0.37604 0.01
```

Calculated values
* HOMO level (alpha / beta): -0.236 / -0.334 hartree
* total charge: 0
* energy above the lowest of the compared OMol25 structures with the same formula, charge and spin: 1.5463 eV
* 2S+1: 4
* frontier orbital gap (alpha / beta): 6.04 / 8.31 eV

---

An isolated ion of composition CH5N2O2 and charge -1, computed with ωB97M-V/def2-TZVPD.

Geometry as XYZ:
```
10
Properties=species:S:1:pos:R:3:mulliken_charge:R:1
C -0.38154 -0.80381 -0.28132 -0.46
N 1.60538 0.15413 0.54344 -0.68
N -1.35564 0.50042 0.06936 -0.28
O -0.73281 1.30091 0.96531 -0.76
O 0.78375 -1.01849 0.47008 -0.22
H -0.19163 -0.76107 -1.36224 0.23
H -0.83957 -1.77831 -0.18577 0.31
H 0.93395 0.84131 1.02561 0.43
H 1.48709 0.64699 -0.32816 0.26
H -1.30899 0.91792 -0.91631 0.18
```

Calculated values
* HOMO level: -0.059 hartree
* total charge: -1
* energy above the lowest of the compared OMol25 structures with the same formula, charge and spin: 6.8387 eV
* frontier orbital gap: 6.20 eV

---

Values of DFT total energy, in order: -9263.278 -8932.946 -97129.274 -47032.897 -60186.657 -8188.782, all in eV.